No. 1
A molecular structure, C47H47GeN2O9RbS4SeTe, computed with wB97M-V/def2-TZVPD.

Gap between HOMO and LUMO in Ha: 0.2132
Maximum force in hartree/bohr: 0.01316
Charge: -2
Relative energy (zero: lowest compared OMol25 entry of this formula, charge and spin) in kJ/mol: 113.36

```
113
Properties=species:S:1:pos:R:3:forces:R:3
Rb -0.549 0.597 0.779 0.1553 -0.3829 0.1393
S 5.466 0.323 -2.329 -0.0150 0.0604 0.0014
C 6.646 1.023 -3.344 -0.0502 -0.0428 -0.0472
C 6.191 1.165 -4.620 0.0588 0.0314 0.0269
C 4.862 0.702 -4.771 -0.0278 -0.0307 0.0338
C 4.323 0.212 -3.611 0.0603 -0.0031 -0.0127
C 2.969 -0.313 -3.400 -0.0726 -0.0301 -0.0226
C 2.576 -0.895 -2.174 0.0105 -0.0214 0.0122
N 1.363 -1.323 -1.920 -0.0540 -0.0076 -0.0362
C 0.419 -1.216 -2.874 0.0821 0.0213 -0.0386
C 0.717 -0.719 -4.155 -0.0916 -0.0113 0.0083
C -0.304 -0.673 -5.164 0.0141 -0.0126 -0.0027
C -1.556 -1.092 -4.894 -0.0204 0.0008 -0.0154
C -1.910 -1.565 -3.587 -0.0017 -0.0200 0.0475
C -3.223 -1.946 -3.264 0.0448 -0.0317 0.0160
C -3.529 -2.322 -1.979 -0.0978 0.0108 -0.0804
C -2.494 -2.264 -1.030 0.0353 -0.0965 0.1888
N -1.257 -1.947 -1.310 0.3830 -0.1638 0.1204
C -0.941 -1.612 -2.571 -0.2942 0.1332 -0.0934
C -4.873 -2.786 -1.606 0.0327 -0.0159 -0.0793
C -5.636 -3.672 -2.320 0.0377 0.0709 0.0211
C -6.876 -3.961 -1.698 -0.0362 0.0100 0.0555
C -7.019 -3.292 -0.518 0.0843 -0.0108 -0.0101
S -5.672 -2.301 -0.165 -0.0048 0.0392 -0.1082
C 2.015 -0.258 -4.391 0.0611 0.0232 0.0506
H 7.612 1.298 -2.955 0.0332 -0.0040 0.0484
H 6.781 1.589 -5.419 0.0030 0.0124 -0.0254
H 4.322 0.737 -5.705 -0.0189 -0.0043 -0.0324
H 3.299 -1.025 -1.370 -0.0045 0.0403 -0.0060
H -0.045 -0.285 -6.142 0.0014 0.0053 -0.0053
H -2.330 -1.049 -5.651 0.0011 0.0082 0.0042
H -4.000 -1.901 -4.017 0.0098 0.0259 -0.0084
H -2.708 -2.486 0.010 -0.0156 -0.0282 0.0826
H -5.288 -4.115 -3.242 -0.0233 -0.0144 -0.0312
H -7.621 -4.635 -2.097 -0.0050 -0.0111 -0.0265
H -7.857 -3.321 0.159 -0.0399 0.0005 0.0299
H 2.245 0.162 -5.363 0.0173 0.0260 -0.0165
O -3.795 0.110 0.341 -0.1909 -0.0253 0.1341
S -3.614 0.964 -0.824 0.2044 0.3561 0.2835
O -4.480 0.605 -1.938 -0.0169 -0.0639 -0.0640
O -2.210 1.104 -1.186 -0.1991 0.1356 -0.6323
C -4.129 2.666 -0.397 0.0146 -0.0635 -0.0868
C -5.278 3.064 -1.079 -0.0354 -0.0007 -0.0124
C -5.785 4.351 -1.001 0.0226 -0.0264 0.0126
C -5.122 5.287 -0.230 0.0217 -0.0352 0.0063
C -3.992 4.902 0.472 -0.0228 0.0697 0.0338
C -3.476 3.608 0.423 -0.0326 0.1263 0.0984
S -2.047 3.391 1.549 -0.0459 -0.2637 -0.2314
O -0.842 3.408 0.719 -0.0162 0.2976 -0.1285
O -2.140 4.531 2.444 0.0775 0.0602 0.0424
O -2.241 2.100 2.180 -0.4537 0.2101 0.2885
H -5.762 2.328 -1.702 -0.0080 -0.0196 -0.0153
H -6.682 4.608 -1.552 -0.0063 0.0211 0.0028
H -5.478 6.307 -0.154 -0.0245 0.0143 -0.0133
H -3.489 5.612 1.113 0.0074 -0.0202 -0.0057
O 0.726 -1.741 0.963 -0.1865 0.1583 0.0921
C 1.589 -2.240 1.952 0.1061 -0.1917 -0.0505
C 1.545 -1.231 3.183 -0.0760 -0.3460 -0.1790
O 2.507 -1.345 3.960 0.1336 0.0316 0.1794
O 0.534 -0.510 3.257 0.1777 0.1140 -0.1095
C 1.102 -3.590 2.462 0.0480 0.0171 0.0370
C -0.085 -4.140 1.996 -0.0415 -0.0352 -0.0280
C -0.514 -5.381 2.454 -0.0011 0.0141 0.0003
C 0.233 -6.079 3.390 -0.0013 -0.0033 -0.0025
C 1.415 -5.525 3.870 -0.0008 -0.0063 0.0004
C 1.848 -4.293 3.409 -0.0291 0.0221 -0.0017
C 2.973 -2.384 1.310 -0.0017 0.0926 0.0450
C 3.988 -1.443 1.472 -0.0405 -0.0445 -0.0248
C 5.172 -1.549 0.753 -0.0091 -0.0101 0.0084
C 5.365 -2.593 -0.142 0.0303 0.0422 0.0212
C 4.361 -3.533 -0.312 -0.0413 -0.0451 0.0091
C 3.181 -3.428 0.412 0.0451 -0.0250 -0.0349
H 0.665 -2.269 0.154 0.2349 0.0166 -0.0158
H -0.692 -3.580 1.296 0.0254 -0.0017 0.0103
H -1.446 -5.791 2.084 -0.0209 -0.0147 -0.0013
H -0.106 -7.043 3.752 -0.0042 -0.0066 0.0035
H 2.000 -6.056 4.612 0.0011 -0.0008 0.0026
H 2.753 -3.838 3.790 0.0225 -0.0005 0.0139
H 3.850 -0.642 2.183 -0.0153 0.0286 0.0458
H 5.945 -0.803 0.892 0.0095 -0.0016 -0.0027
H 6.286 -2.666 -0.709 0.0108 0.0006 -0.0012
H 4.491 -4.351 -1.012 0.0036 -0.0053 -0.0053
H 2.402 -4.169 0.270 -0.0158 -0.0104 0.0067
C 3.484 6.967 1.538 0.0057 -0.0259 0.0060
Ge 2.175 5.546 1.122 -0.0032 -0.1025 -0.0981
C 0.573 6.408 0.412 0.1122 0.0637 -0.0551
C 1.911 4.529 2.763 -0.0019 -0.0398 -0.0315
C 3.082 4.515 -0.307 0.0553 0.0653 0.0541
Se 2.313 2.866 -1.008 -0.0279 -0.0217 -0.0645
C 2.428 1.767 0.591 0.1744 0.2329 0.0900
H 3.088 7.602 2.332 0.0060 0.0380 0.0253
H 3.686 7.594 0.667 -0.0028 0.0063 -0.0309
H 4.428 6.540 1.881 0.0252 0.0000 0.0147
H 0.615 7.486 0.584 0.0147 -0.0121 0.0077
H -0.319 5.999 0.872 -0.1482 -0.1333 0.0929
H 0.510 6.227 -0.661 -0.0295 -0.0134 -0.0121
H 1.803 5.210 3.609 -0.0273 0.0472 -0.0079
H 2.769 3.884 2.958 -0.0061 -0.0229 -0.0016
H 1.011 3.920 2.703 -0.0418 -0.0245 -0.0414
H 4.120 4.317 -0.027 -0.0297 -0.0224 0.0459
H 3.122 5.181 -1.174 -0.0093 -0.0167 -0.0148
H 1.634 2.006 1.295 0.0562 0.0343 -0.0350
H 3.386 1.947 1.077 0.0395 -0.1030 -0.0623
H 2.374 0.726 0.273 -0.0315 0.0047 0.0880
C -4.238 -2.624 3.344 -0.1620 0.1238 -0.0261
Te -2.527 -1.330 3.237 -0.0084 -0.1360 0.0839
C -1.499 -2.459 4.732 -0.1399 0.0020 -0.0398
H -4.011 -3.611 2.945 0.0370 -0.0266 -0.0173
H -5.048 -2.180 2.760 0.1429 -0.0281 0.0744
H -4.555 -2.712 4.382 -0.0179 -0.0133 0.0175
H -2.059 -2.428 5.666 -0.0150 0.0114 0.0053
H -0.536 -1.975 4.856 0.0822 0.0129 0.0222
H -1.365 -3.488 4.408 0.0395 -0.0383 -0.0092
```
Positions in Å, forces in eV/Å.

---

No. 2
A molecular structure, C11H22N2O3S in a non-equilibrium geometry, computed with wB97M-V/def2-TZVPD.

Gap between HOMO and LUMO in Ha: 0.3358
Maximum force in hartree/bohr: 0.09389
Charge: 0
Relative energy (zero: lowest compared OMol25 entry of this formula, charge and spin) in kJ/mol: 496.78

```
39
Properties=species:S:1:pos:R:3:forces:R:3
C -2.415 -0.801 0.380 -3.6469 0.5985 -1.0346
C -1.263 0.097 0.678 -0.0178 -0.5648 2.8410
C -3.629 0.128 -0.113 2.8770 -0.1304 0.5705
C -3.120 0.803 -1.385 0.6640 1.4706 -1.8303
C -4.943 -0.555 -0.229 -1.6385 2.2343 0.8455
C -5.072 -1.514 -1.310 -2.7281 -3.5083 -0.7045
C 1.129 0.477 0.380 -1.4122 -1.0695 -0.2451
C 0.936 1.879 -0.079 0.0981 1.6956 -0.3095
C 2.356 -0.168 -0.188 1.1402 -1.1303 0.7307
C 3.798 0.193 0.462 -0.6117 -1.7564 -0.4203
C 5.031 -2.225 0.172 -0.1805 0.8708 2.0302
H -2.984 -0.894 2.264 0.0602 -0.3594 0.5067
H -2.143 -2.199 1.644 -0.3275 -0.3263 1.1174
H -2.198 -1.549 -0.367 0.4294 0.0416 -0.6392
H -3.624 0.816 0.749 -0.4230 0.3175 -0.5498
H -1.764 0.884 -1.186 -4.5539 0.3714 -1.5597
H -3.428 0.050 -2.432 1.4350 2.7256 3.2336
H -3.698 1.978 -1.503 2.1602 -3.6362 0.0205
H -5.711 0.260 -0.373 0.7120 -0.4799 -0.1028
H -5.261 -0.958 0.721 0.2260 -0.4072 0.2611
H -6.177 -1.720 -1.569 1.3849 0.3029 0.6403
H -4.688 -2.535 -1.074 0.0524 0.7317 -0.0399
H -4.702 -1.244 -2.252 0.8270 0.5555 -1.1530
H -0.086 -0.965 -0.757 -0.5555 2.0013 2.5227
H 1.144 0.418 1.409 0.4261 0.3059 2.6045
H 2.287 -1.284 0.092 -0.1521 1.4193 -1.1852
H 2.374 0.117 -1.275 0.2999 -0.9160 1.0332
H 4.051 -0.321 1.492 -0.9421 1.3592 -1.9153
H 4.013 1.251 0.426 -0.0378 0.2091 0.2745
H 3.998 -2.747 0.270 1.5994 1.3571 0.5791
H 5.715 -1.997 1.138 -2.2603 -0.8434 -1.7853
H 5.564 -2.974 -0.338 1.0430 -0.5864 -1.1679
H -0.237 2.056 1.308 -1.0886 0.8615 -0.7285
N -2.923 -1.564 1.505 1.1581 0.1446 -0.1558
N -0.133 -0.284 0.110 2.5126 -1.3158 -3.4602
O -1.282 0.930 1.629 -0.6469 -1.7731 -1.1520
O 1.693 2.265 -0.927 -0.3498 1.0327 -0.4457
O -0.060 2.624 0.490 2.4881 -1.1180 -0.1737
S 4.956 -0.621 -0.740 -0.0202 -0.6851 0.9465
```
Positions in Å, forces in eV/Å.

---

No. 3
A molecular structure, C25H17AsAuFNO6S2, computed with wB97M-V/def2-TZVPD.

Gap between HOMO and LUMO in Ha: 0.2724
Maximum force in hartree/bohr: 0.01898
Charge: -1
Relative energy (zero: lowest compared OMol25 entry of this formula, charge and spin) in kJ/mol: 138.28

```
54
Properties=species:S:1:pos:R:3:forces:R:3
Au -0.158 0.542 0.652 0.0462 0.7168 0.6609
S -4.249 0.126 2.385 -0.0176 0.0613 -0.0864
C -3.633 -1.489 2.180 0.0696 0.0368 -0.0285
C -4.249 -2.697 2.478 -0.0349 -0.0614 0.0072
C -3.570 -3.859 2.168 -0.0502 -0.0064 0.0226
C -2.312 -3.818 1.560 0.0530 0.0228 -0.0268
C -1.697 -2.619 1.266 -0.0519 0.0089 -0.0048
C -2.362 -1.445 1.602 -0.0594 -0.0185 0.0713
N -1.912 -0.149 1.390 -0.0840 -0.1853 0.2525
C -2.805 0.766 1.694 0.0448 -0.4431 -0.0835
C -2.486 2.138 1.413 0.0432 0.5153 0.0457
C -3.300 3.221 1.753 0.0238 -0.0494 0.0540
C -2.840 4.501 1.514 -0.0464 0.0206 0.0260
C -1.572 4.686 0.969 0.0844 -0.0341 -0.0181
C -0.774 3.604 0.621 -0.0291 0.1153 0.0594
C -1.235 2.306 0.799 -0.2798 0.0579 -0.5124
H -5.234 -2.729 2.923 0.0047 0.0146 0.0027
H -4.027 -4.816 2.382 -0.0049 0.0066 0.0056
H -1.818 -4.746 1.303 0.0129 0.0118 -0.0128
H -0.744 -2.560 0.766 0.0099 -0.0372 -0.0163
H -4.271 3.062 2.209 0.0026 0.0012 0.0048
H -3.453 5.357 1.765 -0.0100 -0.0106 0.0019
H -1.206 5.692 0.799 0.0009 -0.0005 0.0026
H 0.209 3.776 0.196 -0.0016 0.0110 0.0092
O 1.895 0.823 -2.926 0.1826 -0.0070 -0.0249
As 1.271 2.003 -1.818 -0.1728 -0.3990 -0.2568
O 2.074 3.408 -1.925 0.0411 0.2096 -0.0233
O 1.424 1.360 -0.225 -0.0385 0.0768 0.1815
C -0.597 2.244 -2.330 0.1025 0.2042 0.0885
C -0.957 3.585 -2.429 0.0801 -0.0449 -0.0214
C -2.272 3.956 -2.663 -0.0815 -0.0479 -0.0214
C -3.245 2.977 -2.797 0.0561 0.0903 -0.0027
C -2.887 1.639 -2.746 -0.0211 -0.1006 -0.0276
C -1.568 1.265 -2.530 -0.0877 -0.1797 0.0238
S -1.181 -0.492 -2.644 -0.0727 0.0925 -0.2019
O -0.450 -0.587 -3.903 0.0149 -0.0121 0.0055
O -2.455 -1.177 -2.602 0.0440 0.0083 0.0025
O -0.302 -0.780 -1.510 -0.0408 -0.1359 0.1130
H 1.202 0.197 -3.221 0.0031 0.0054 -0.0253
H -0.186 4.335 -2.298 0.0157 -0.0148 0.0002
H -2.533 5.006 -2.720 -0.0144 -0.0049 -0.0060
H -4.281 3.248 -2.960 0.0050 0.0213 0.0028
H -3.623 0.857 -2.882 0.0157 -0.0036 0.0070
F 3.516 -2.904 4.254 0.0041 -0.0048 0.0149
C 2.721 -2.202 3.402 -0.0237 0.0390 -0.0043
C 2.460 -2.720 2.152 -0.0005 -0.0137 -0.0334
C 1.643 -1.994 1.291 0.1504 -0.0364 -0.1038
C 1.091 -0.777 1.665 0.0045 -0.2811 -0.1542
C 1.391 -0.284 2.937 0.1098 -0.2675 0.0291
C 2.206 -0.992 3.816 0.0128 0.0126 0.0232
H 2.897 -3.667 1.861 0.0015 0.0054 0.0016
H 1.456 -2.388 0.297 -0.0139 0.0317 -0.0201
H 0.995 0.671 3.265 -0.0092 0.0113 -0.0024
H 2.443 -0.613 4.802 0.0066 -0.0092 -0.0008
```
Positions in Å, forces in eV/Å.

---

No. 4
2 unconnected molecules or ions with the total composition C4H10O2, computed with wB97M-V/def2-TZVPD.

Gap between HOMO and LUMO in Ha: 0.3733
Maximum force in hartree/bohr: 0.01538
SMILES: C/C=C/CO.O
Charge: 0
Relative energy (zero: lowest compared OMol25 entry of this formula, charge and spin) in kJ/mol: 143.11

```
16
Properties=species:S:1:pos:R:3:forces:R:3
C -1.608 1.705 1.284 0.1023 -0.0755 -0.1761
C -1.260 0.311 0.855 0.0738 0.3125 0.0255
C -0.103 -0.276 1.118 0.1955 -0.2520 -0.4081
C 0.265 -1.648 0.588 0.2934 0.6524 0.3372
O 0.006 -1.810 -0.791 -0.2360 -0.4227 -0.3934
H -0.722 2.268 1.592 -0.1305 -0.0567 -0.1205
H -2.311 1.724 2.109 -0.1876 -0.1441 0.2332
H -2.108 2.204 0.458 0.0757 0.3060 -0.0734
H -1.982 -0.204 0.229 -0.1197 -0.1260 0.1329
H 0.657 0.274 1.662 0.0105 -0.0578 0.1848
H 1.330 -1.836 0.792 -0.2181 -0.0490 0.0009
H -0.326 -2.395 1.113 0.0410 -0.2351 -0.0004
H -0.006 -0.968 -1.252 0.1024 0.1448 0.2573
O 2.885 0.063 -3.583 0.0758 -0.0294 0.7565
H 2.160 0.694 -3.522 0.0421 -0.0193 -0.0815
H 3.124 -0.107 -2.653 -0.1205 0.0521 -0.6750
```
Positions in Å, forces in eV/Å.

---

No. 5
2 unconnected molecules or ions with the total composition C3H7N4 in a non-equilibrium geometry, computed with wB97M-V/def2-TZVPD.

Gap between HOMO and LUMO in Ha: 0.3983
Maximum force in hartree/bohr: 0.16674
Charge: +1
Relative energy (zero: lowest compared OMol25 entry of this formula, charge and spin) in kJ/mol: 72.43

```
14
Properties=species:S:1:pos:R:3:forces:R:3
C 0.601 1.401 -0.562 1.3645 -2.3385 1.0845
C -0.091 -0.705 0.440 -1.5189 2.8446 -0.0331
C 1.371 -0.779 0.103 2.3074 -0.5630 -2.7093
N -4.151 -1.106 0.216 2.1187 3.9497 -1.0202
N -3.617 -0.150 -0.028 -2.0839 -3.9573 1.0363
N -0.507 0.784 -0.176 7.7299 -3.6964 0.3201
N 1.727 0.564 -0.461 -7.2946 1.2141 0.0830
H 0.716 2.475 -0.801 -0.3143 -0.8636 -0.1932
H -0.932 -1.400 0.174 1.5228 0.3577 -0.1349
H -0.093 -0.492 1.510 -0.6663 -0.2839 -0.0083
H 2.005 -0.735 0.947 0.1856 -0.9761 1.3983
H 1.795 -1.613 -0.583 -1.2114 1.3447 0.9653
H -1.419 0.880 -0.090 -5.2001 2.0561 -0.0460
H 2.593 0.875 -0.690 3.0607 0.9119 -0.7425
```
Positions in Å, forces in eV/Å.

---

No. 6
5 unconnected molecules or ions with the total composition C3H15N2O2S in a non-equilibrium geometry, computed with wB97M-V/def2-TZVPD.

Gap between HOMO and LUMO in Ha: 0.1405
Maximum force in hartree/bohr: 0.10306
Charge: +1
Relative energy (zero: lowest compared OMol25 entry of this formula, charge and spin) in kJ/mol: 776.92

```
23
Properties=species:S:1:pos:R:3:forces:R:3
N -2.559 2.639 -0.410 -0.0606 0.4224 0.6760
C 1.773 -1.283 -0.802 0.2342 -2.9485 3.8237
C 2.452 -1.591 0.386 -1.1024 1.1363 -2.0097
S -1.804 -0.163 1.446 -0.2306 0.2253 -0.2460
C 1.471 0.082 -1.311 3.6092 1.6066 -3.5324
N 0.172 0.496 -1.152 -2.2924 -1.7853 0.4329
H -2.665 3.559 0.055 0.2179 -0.7682 -0.4709
H -3.443 2.421 -0.863 0.2187 -0.0596 0.0262
H -2.338 1.937 0.300 -0.3098 0.3291 -0.2459
H 1.220 -2.160 -1.206 0.4848 0.8506 -0.3692
H 2.707 -0.861 1.157 0.0127 0.0347 -0.4504
H 2.795 -2.607 0.566 -0.2162 0.0181 -0.1630
H -1.821 -0.010 2.786 0.2035 -0.0880 -0.0530
H 2.136 0.847 -0.879 -0.1840 -0.4963 0.0519
H 1.754 0.027 -2.455 -0.7629 0.2978 1.9780
H -0.117 0.879 -0.270 -0.1053 0.7334 0.4426
H -0.532 -0.109 -1.598 0.1036 0.6175 0.0700
H 0.176 0.619 1.744 2.3768 1.4202 -0.2239
H 1.452 1.472 2.260 0.3134 0.5121 1.2661
O 1.060 1.113 1.486 -2.4925 -1.8226 -0.8784
H -1.063 -1.913 0.259 -0.3863 -3.5076 -2.7522
H -1.776 -2.636 -1.062 -0.1667 0.1018 0.2678
O -1.051 -2.760 -0.437 0.5348 3.1705 2.3597
```
Positions in Å, forces in eV/Å.